# 1
{"formula": "C23H48BBr2NO16P3", "method": "the ωB97M-V functional and the def2-TZVPD basis", "homo_energy_ev": -11.270, "spin_multiplicity": 1, "gap_ha": 0.24513, "total_charge": 1, "molar_mass_g_mol": 858.17, "elements": ["H", "C", "H", "O", "H", "H", "C", "C", "H", "C", "O", "C", "H", "O", "Br", "C", "H", "C", "O", "H", "P", "H", "C", "H", "B", "C", "H", "H", "H", "H", "H", "P", "H", "H", "H", "H", "C", "H", "N", "C", "H", "H", "H", "H", "C", "H", "C", "C", "C", "O", "H", "Br", "H", "O", "H", "O", "H", "O", "H", "H", "H", "C", "C", "O", "O", "H", "H", "H", "H", "C", "C", "P", "O", "H", "C", "H", "H", "H", "C", "C", "O", "H", "H", "H", "H", "C", "O", "H", "H", "O", "O", "O", "H", "H"], "positions_angstrom": [[-0.87, 5.34, -0.69], [3.85, -0.59, -3.99], [-5.69, 2.76, 0.15], [2.17, -6.39, 0.77], [-6.26, -3.95, -0.47], [-2.30, 1.03, -3.39], [-3.00, 0.31, 1.29], [-1.97, -0.70, 1.73], [1.90, -0.13, -0.67], [-0.02, -2.16, 1.15], [-1.26, 9.14, -0.70], [3.38, -5.04, 3.16], [1.43, -10.20, 2.22], [1.22, 8.56, -1.25], [-3.38, 4.35, 0.17], [-3.62, 2.53, 0.58], [1.08, 7.47, 2.61], [-1.45, 1.03, -2.71], [5.31, -1.87, -0.81], [0.04, 10.76, -0.92], [3.11, -7.14, 1.65], [0.91, -1.65, 0.89], [-4.91, 2.09, 0.47], [-2.41, -1.49, 2.33], [-0.53, 2.54, -1.09], [-0.97, 10.54, -0.59], [-6.78, -2.30, -0.69], [2.13, 8.36, 1.49], [4.44, -5.95, -0.84], [-0.55, 1.09, -3.31], [-7.05, 0.09, 1.53], [4.63, -0.59, -1.49], [4.34, -7.72, -0.74], [-5.83, -1.45, 1.91], [7.18, -1.39, -1.62], [1.58, 6.72, 1.08], [-6.28, -2.97, 0.00], [4.72, -0.20, -4.52], [-5.25, 0.83, 0.76], [4.82, -6.83, -0.33], [-1.68, 11.07, -1.21], [2.31, 0.70, 0.84], [3.30, -1.25, -4.65], [-6.82, -0.20, -0.23], [-4.87, -2.47, 0.30], [5.89, -6.90, -0.47], [-4.82, -1.45, 1.51], [2.64, 0.50, -0.17], [-0.52, 5.73, -1.64], [-0.47, 1.63, 1.97], [0.82, 3.29, -2.21], [-4.23, -1.60, -1.36], [-1.89, -2.18, 0.15], [2.15, -8.28, 2.29], [2.97, -4.76, 4.13], [-1.61, 2.16, -1.83], [-1.51, 0.11, -2.12], [4.57, -6.70, 1.09], [-6.88, -3.05, 0.90], [7.14, -2.65, -0.38], [-0.91, -0.68, -0.16], [1.30, 7.66, 1.56], [2.11, -9.57, 1.65], [0.13, 8.24, 0.96], [-0.71, 2.98, 0.23], [0.02, -3.20, 0.85], [0.55, 5.52, -1.76], [4.41, -4.68, 3.10], [-4.19, -3.30, 0.49], [-6.68, 0.49, 0.59], [-4.34, -0.07, 1.18], [-0.05, 8.10, -0.64], [-0.76, 7.13, -1.74], [2.74, 1.44, -0.71], [-1.24, -1.42, 0.57], [1.75, -9.48, 0.63], [3.10, -10.04, 1.66], [6.56, -3.01, -2.01], [6.62, -2.24, -1.24], [-2.64, 1.63, 0.98], [3.36, -6.47, 3.08], [-1.07, 5.24, -2.45], [3.21, 0.24, -3.68], [2.79, -4.58, 2.37], [-1.09, 10.85, 0.45], [-1.19, 2.06, 1.11], [5.55, 0.51, -1.84], [-0.07, -2.15, 2.24], [-1.20, -0.26, 2.34], [0.75, 2.55, -1.59], [4.30, -1.37, -2.86], [3.91, -0.17, -0.10], [-4.20, -1.90, 2.27], [-7.23, 1.41, 0.41]]}


# 2
{"formula": "C5H6Si", "method": "the ωB97M-V functional and the def2-TZVPD basis", "homo_energy_ev": -7.934, "spin_multiplicity": 1, "gap_ha": 0.27057, "total_charge": 0, "e_above_lowest_kcal_mol": 123.7, "molar_mass_g_mol": 94.19, "elements": ["H", "C", "H", "C", "H", "C", "Si", "H", "C", "C", "H", "H"], "positions_angstrom": [[-2.29, -2.55, 0.27], [-1.74, -1.65, 0.09], [-2.23, 1.08, -1.23], [-1.35, -0.27, 0.57], [-0.13, -0.93, -1.43], [2.73, 1.32, -0.43], [-2.46, 1.25, 0.31], [2.48, 2.09, -1.10], [3.14, 0.71, 0.51], [-0.76, -1.09, -0.58], [-0.91, -0.43, 1.59], [3.53, 0.49, 1.45]]}


# 3
{"formula": "C20H19N3O3", "method": "the ωB97M-V functional and the def2-TZVPD basis", "homo_energy_ev": -7.737, "spin_multiplicity": 1, "smiles": "COC(=O)c1cc(C)n(/C(=N/c2ccc(OC)cc2)c2ccccc2)n1", "gap_ha": 0.28646, "total_charge": 0, "e_above_lowest_kcal_mol": 105.5, "molar_mass_g_mol": 349.39, "elements": ["O", "H", "H", "H", "C", "C", "H", "C", "C", "N", "H", "C", "C", "C", "H", "C", "C", "H", "H", "C", "C", "C", "H", "O", "C", "H", "C", "N", "H", "H", "H", "C", "C", "H", "H", "H", "H", "C", "H", "O", "C", "C", "N", "H", "C"], "positions_angstrom": [[4.59, -5.00, 0.30], [-1.36, -4.31, -2.07], [0.05, -2.32, -1.90], [-3.49, -0.18, -0.24], [-0.03, -0.45, 0.02], [1.20, 6.12, 0.74], [4.60, -5.93, -1.59], [2.04, -2.50, 1.24], [-2.70, -3.05, 0.79], [1.30, -0.51, 0.09], [4.42, -3.21, -1.73], [2.95, -1.94, -0.90], [-0.89, -1.65, -0.06], [-2.51, -3.91, -0.31], [6.05, -6.26, -0.52], [3.77, -3.04, -0.89], [5.32, -5.50, -0.85], [-3.41, -3.33, 1.55], [-2.84, 3.12, -0.62], [-1.87, -1.96, 0.95], [-0.30, 4.44, 0.02], [-0.63, 3.03, -0.15], [0.51, 6.41, 1.52], [-1.21, 5.26, -0.19], [-1.94, 2.53, -0.48], [1.01, 6.81, -0.06], [-1.53, -3.62, -1.25], [-0.57, 0.84, -0.22], [-2.02, -1.28, 1.80], [-3.81, 1.04, -1.48], [2.96, -1.26, -1.76], [-3.05, 0.38, -1.07], [-0.71, -2.51, -1.15], [2.77, -4.29, 2.14], [1.43, -2.22, 2.09], [5.91, -4.75, -1.36], [-2.79, -0.33, -1.87], [3.74, -3.91, 0.21], [2.20, 6.23, 1.07], [0.98, 4.79, 0.29], [-1.87, 1.17, -0.57], [2.85, -3.65, 1.27], [0.17, 2.00, -0.02], [-3.09, -4.78, -0.49], [2.07, -1.64, 0.18]]}


# 4
{"formula": "C2H2Br2F2", "method": "the ωB97M-V functional and the def2-TZVPD basis", "homo_energy_ev": -9.223, "spin_multiplicity": 1, "gap_ha": 0.35470, "total_charge": 0, "e_above_lowest_kcal_mol": 38.3, "molar_mass_g_mol": 223.84, "elements": ["C", "F", "F", "Br", "Br", "H", "H", "C"], "positions_angstrom": [[-1.01, -0.22, -0.30], [-1.29, -1.30, 0.40], [-0.73, -0.53, -1.57], [2.01, -1.19, 0.24], [1.40, 1.95, -0.48], [0.55, 0.36, 1.47], [-1.87, 0.55, -0.16], [0.93, 0.37, 0.39]]}


# 5
{"formula": "C11H15BClFNO5", "method": "the ωB97M-V functional and the def2-TZVPD basis", "homo_energy_ev": -2.469, "spin_multiplicity": 1, "gap_ha": 0.12006, "total_charge": -1, "molar_mass_g_mol": 306.51, "elements": ["C", "C", "C", "C", "H", "H", "H", "F", "C", "Cl", "H", "H", "C", "C", "B", "H", "H", "H", "C", "H", "O", "H", "O", "H", "H", "N", "C", "H", "H", "C", "O", "C", "O", "O", "H"], "positions_angstrom": [[3.25, -3.70, -2.14], [-1.28, 2.87, 0.05], [-0.58, 4.12, 0.52], [-0.60, 1.61, 0.43], [-3.68, -1.57, 0.98], [1.23, -2.05, 1.44], [1.50, 0.17, 1.84], [-1.34, 5.17, 0.80], [-3.73, -0.48, 0.90], [1.65, 5.51, 1.04], [-2.69, -1.79, -1.02], [-1.49, -0.63, -1.57], [1.71, -1.89, 0.47], [-2.51, -0.72, -1.19], [-1.42, 0.29, 0.72], [-4.71, -0.23, 0.49], [-3.17, -0.38, -1.99], [-3.66, -0.04, 1.89], [0.75, 4.13, 0.58], [-0.90, -1.48, 1.29], [1.29, -0.63, -0.06], [4.22, -3.18, -1.86], [2.55, -4.20, -1.11], [2.67, 0.73, 0.64], [3.58, -4.45, -2.91], [-2.69, 0.05, 0.03], [1.46, 2.90, 0.16], [2.79, -1.88, 0.64], [1.46, -2.71, -0.20], [1.62, 0.44, 0.78], [2.50, 2.94, -0.44], [0.75, 1.62, 0.49], [-0.95, -0.59, 1.67], [-2.30, 2.97, -0.58], [2.72, -2.92, -2.76]]}


# 6
{"formula": "C2H2N4O2", "method": "the ωB97M-V functional and the def2-TZVPD basis", "homo_energy_ev": -10.287, "spin_multiplicity": 1, "smiles": "[H]/N=c1\\nnc(=O)[nH]o1", "gap_ha": 0.30532, "total_charge": 0, "e_above_lowest_kcal_mol": 133.6, "molar_mass_g_mol": 114.06, "elements": ["C", "O", "N", "C", "N", "H", "N", "H", "O", "N"], "positions_angstrom": [[-0.54, 1.45, 0.45], [-0.24, -0.31, -1.04], [1.24, -2.02, -0.74], [0.63, -1.04, -0.21], [0.60, -0.51, 1.24], [-1.65, 0.86, -1.25], [-1.17, 0.62, -0.48], [1.73, -2.35, 0.08], [-0.86, 2.62, 0.66], [0.26, 0.68, 1.29]]}